(1)
A single C6H8N2O molecule in a non-equilibrium geometry, computed with the ωB97M-V functional and the def2-TZVPD basis.

Computed properties:
DFT total energy = -11377.055 eV
relative energy (zero: lowest compared OMol25 entry of this formula, charge and spin) = 221.1 kJ/mol
E_HOMO = -0.33879 Eh
Kohn-Sham gap = 0.363 Ha
LUMO = 0.664 eV
SMILES = CC(=O)c1nccn1C

Last column: Mulliken charge in e.
Positions of all 17 atoms, in Å:
C  -2.28229  -0.90729  0.57545  -1.132
C  -1.46801  -0.19371  -0.33048  0.546
O  -2.07460  0.57966  -1.16018  -0.578
C  0.03913  -0.43614  -0.43987  0.471
N  0.50664  -1.60393  -0.51396  -0.560
C  1.90286  -1.36212  -0.40072  -0.446
C  2.10745  -0.06701  -0.10948  -0.088
N  0.88921  0.56639  -0.05079  0.229
C  0.60613  1.91090  0.08728  -0.804
H  -3.31855  -0.75179  0.49680  0.376
H  -1.91077  -0.72506  1.69576  0.242
H  -2.15937  -2.10903  0.33308  0.267
H  2.64430  -2.35585  -0.35587  0.265
H  3.06453  0.49650  0.12118  0.336
H  1.53345  2.49692  -0.11623  0.342
H  0.13447  2.26229  0.99924  0.254
H  -0.21459  2.19925  -0.83121  0.280

***

(2)
A single C2H3N3O2 molecule in a non-equilibrium geometry, computed with the ωB97M-V functional and the def2-TZVPD basis.

Computed properties:
DFT total energy = -10685.321 eV
relative energy (zero: lowest compared OMol25 entry of this formula, charge and spin) = 302.5 kJ/mol
E_HOMO = -0.35780 Eh
Kohn-Sham gap = 0.380 Ha
LUMO = 0.596 eV
SMILES = O=C1NN=CNO1

Last column: Mulliken charge in e.
Positions of all 10 atoms, in Å:
O  2.25331  -0.02772  0.04670  -0.532
C  1.03699  0.05334  0.01355  0.556
N  0.22982  1.17350  0.14264  -0.029
N  -1.21192  1.20780  -0.11423  -0.513
C  -1.69002  0.03549  -0.03554  0.091
N  -0.95286  -1.13486  0.32296  -0.290
O  0.35813  -1.12082  -0.28382  -0.226
H  0.67929  2.08366  -0.17271  0.297
H  -2.76724  -0.15793  -0.17778  0.333
H  -1.34070  -1.99558  -0.08020  0.312

***

(3)
6 unconnected molecules or ions with the total composition C30H69N3O6 in a non-equilibrium geometry, computed with the ωB97M-V functional and the def2-TZVPD basis.

Computed properties:
DFT total energy = -48978.038 eV
relative energy (zero: lowest compared OMol25 entry of this formula, charge and spin) = 527.4 kJ/mol
E_HOMO = -0.29279 Eh
Kohn-Sham gap = 0.307 Ha
LUMO = 0.380 eV
SMILES = CC1(C)CCCC(C)(C)N1O.CC1(C)CCCC(C)(C)N1O.CC1(C)CCCC(C)(C)N1O.CO.CO.CO

Last column: Mulliken charge in e.
Positions of all 108 atoms, in Å:
C  -9.56493  2.10989  36.46470  -1.800
C  -10.29157  0.80150  36.88279  2.124
C  -9.30958  -0.08044  37.65079  -1.905
C  -11.32859  1.18110  37.96862  -1.367
C  -12.57638  1.89871  37.36647  -0.778
C  -13.23186  1.00308  36.30882  -1.097
C  -12.25213  0.48622  35.21527  1.355
C  -12.91256  -0.75824  34.56272  -1.768
C  -12.03012  1.52652  34.10710  -1.398
N  -10.98055  0.02385  35.78301  0.026
O  -10.10262  -0.56817  34.91743  0.084
H  -8.90483  1.96225  35.60997  0.233
H  -10.25589  2.94590  36.35632  0.347
H  -8.79339  2.35028  37.19617  0.416
H  -8.45146  -0.12330  36.98005  -0.162
H  -9.08007  0.28836  38.65050  0.408
H  -9.81083  -1.03696  37.79884  0.622
H  -11.77822  0.31292  38.45049  0.434
H  -10.88342  1.76706  38.77272  0.441
H  -13.27341  2.02074  38.19554  0.423
H  -12.33243  2.89802  37.00594  0.356
H  -14.06564  1.57223  35.89774  0.411
H  -13.65040  0.19143  36.90393  0.384
H  -12.35082  -1.09249  33.69046  0.248
H  -13.87806  -0.44923  34.16219  0.445
H  -12.96944  -1.65198  35.18407  0.403
H  -11.31097  1.21707  33.34871  0.137
H  -11.52493  2.39852  34.52243  0.329
H  -12.94395  1.80788  33.58379  0.433
H  -9.88903  -1.39676  35.35264  0.287
C  -3.34430  3.48573  35.30529  -1.764
C  -4.43818  4.07865  36.29489  1.638
C  -5.55671  4.74519  35.44001  -1.675
C  -4.88258  2.77811  37.07172  -0.263
C  -5.74688  3.18878  38.27463  -0.581
C  -4.91245  4.08805  39.19013  -1.294
C  -4.32916  5.38649  38.49422  1.489
C  -5.39493  6.54008  38.28893  -1.500
C  -3.21023  5.88839  39.39346  -2.019
N  -3.68165  5.01839  37.17411  -0.005
O  -3.06187  6.06669  36.54134  -0.415
H  -3.66024  2.63045  34.70798  0.270
H  -2.93653  4.15385  34.54673  0.387
H  -2.40896  3.13143  35.73854  0.426
H  -6.02250  4.09945  34.69559  0.419
H  -6.43215  5.08797  35.99157  0.329
H  -5.24396  5.66475  34.94533  0.397
H  -5.53128  2.20116  36.41263  -0.387
H  -4.06718  2.11106  37.35151  0.402
H  -6.59111  3.79724  37.95038  0.146
H  -6.02007  2.30233  38.84707  0.440
H  -4.11148  3.51840  39.66134  0.391
H  -5.57176  4.45823  39.97523  0.455
H  -6.36515  6.18684  37.93965  0.324
H  -5.10882  7.24687  37.51003  0.264
H  -5.46128  7.08429  39.23102  0.474
H  -2.41853  5.14223  39.46089  0.471
H  -3.55509  6.20974  40.37626  0.402
H  -2.75514  6.76572  38.93380  0.414
H  -3.81117  6.60974  36.28592  0.365
C  -6.84738  -0.49076  28.72972  -1.528
C  -6.44447  -1.29683  29.96805  1.623
C  -4.91525  -1.56383  29.84869  -2.057
C  -6.64091  -0.49173  31.28542  -1.315
C  -8.11763  -0.35472  31.76526  -0.801
C  -8.62305  -1.78450  31.93768  -1.374
C  -8.38348  -2.70361  30.68139  2.092
C  -8.68378  -4.07336  31.27051  -2.016
C  -9.55137  -2.36612  29.73782  -1.876
N  -7.05121  -2.64170  30.11137  0.315
O  -6.92502  -3.39399  28.90409  -0.513
H  -6.25408  0.42066  28.80321  0.434
H  -6.60609  -0.92633  27.76011  0.406
H  -7.92708  -0.38597  28.62307  0.239
H  -4.56808  -2.32736  30.54481  0.415
H  -4.76604  -1.93396  28.83437  0.458
H  -4.34837  -0.64447  29.99543  0.396
H  -6.16085  -0.92941  32.16068  0.314
H  -6.24690  0.51848  31.17439  0.577
H  -8.28799  0.33960  32.58806  0.245
H  -8.66634  0.04775  30.91377  0.562
H  -9.67901  -1.65875  32.17692  0.338
H  -8.16113  -2.12690  32.86369  0.308
H  -7.85136  -4.37416  31.90666  0.438
H  -8.73181  -4.78498  30.44625  0.511
H  -9.62376  -4.09140  31.82207  0.330
H  -10.52683  -2.65944  30.12581  0.442
H  -9.45281  -2.99617  28.85384  0.409
H  -9.57841  -1.35437  29.33318  0.310
H  -6.57752  -4.20470  29.28301  0.371
C  -2.12808  -0.56947  36.60141  -0.459
O  -3.37472  -0.93027  37.13418  -0.527
H  -1.95775  -1.16645  35.70547  0.279
H  -2.11470  0.50521  36.41976  0.109
H  -1.26733  -0.90932  37.17735  0.275
H  -3.56413  -1.87029  37.08870  0.251
C  -6.80687  -4.00125  37.16417  -0.565
O  -7.77755  -2.95864  37.38853  -0.451
H  -5.83436  -3.70312  37.55589  0.200
H  -7.13646  -4.90406  37.67839  0.278
H  -6.75288  -4.31545  36.12184  0.209
H  -7.31806  -2.11642  37.35474  0.244
C  -6.43494  -0.25033  34.86761  -0.492
O  -5.96736  -0.76771  36.14697  -0.454
H  -6.44729  -1.13846  34.23581  0.350
H  -7.43776  0.17382  34.91812  -0.063
H  -5.69245  0.45456  34.49351  0.434
H  -5.00908  -0.77152  36.20414  0.258

***

(4)
2 unconnected molecules or ions with the total composition C4H14N2O in a non-equilibrium geometry, computed with the ωB97M-V functional and the def2-TZVPD basis.

Computed properties:
DFT total energy = -9401.765 eV
relative energy (zero: lowest compared OMol25 entry of this formula, charge and spin) = 177.8 kJ/mol
E_HOMO = -0.32943 Eh
Kohn-Sham gap = 0.362 Ha
LUMO = 0.887 eV
SMILES = NCCO.CNC

Last column: Mulliken charge in e.
Positions of all 21 atoms, in Å:
N  1.38383  -0.98401  -0.79929  -0.492
C  2.27436  0.17194  -0.52019  -0.528
C  1.46650  1.13316  0.40197  -0.093
O  2.22304  2.33936  0.53903  -0.540
H  1.84130  -1.56649  -1.52629  0.212
H  0.48354  -0.65159  -1.19775  0.202
H  2.54942  0.74693  -1.44083  0.269
H  3.18372  -0.12858  -0.02042  0.325
H  1.37035  0.69482  1.41512  0.199
H  0.46970  1.33631  -0.03136  0.145
H  1.60360  2.99209  0.89846  0.305
C  -1.32660  -1.65583  0.40167  -0.897
N  -1.77309  -0.63740  -0.53586  -0.296
C  -2.31290  0.48253  0.22213  -0.985
H  -0.50089  -1.20806  0.99282  0.273
H  -2.09263  -1.97217  1.08508  0.389
H  -0.88096  -2.51436  -0.09173  0.310
H  -2.50245  -0.98944  -1.11613  0.218
H  -3.26902  0.24392  0.75602  0.353
H  -2.54122  1.34478  -0.42283  0.300
H  -1.64960  0.82208  0.99037  0.328

***

(5)
A molecular structure, C12H20Cl2N2SeW in a non-equilibrium geometry, computed with the ωB97M-V functional and the def2-TZVPD basis.

Computed properties:
DFT total energy = -107962.905 eV
⟨S²⟩ = 2.035
E_HOMO (spin up / spin down) = -0.22150 / -0.26523 Eh
Kohn-Sham gap (spin up / spin down) = 0.232 / 0.274 Ha
2S+1 = 3
LUMO (spin up / spin down) = 0.284 / 0.234 eV

Last column: Mulliken charge in e.
Positions of all 38 atoms, in Å:
W  0.12550  -1.67504  -0.54681  0.920
Cl  0.17924  -3.41354  -1.93320  -0.470
Cl  -1.33220  -1.42172  1.15868  -0.507
C  -1.79218  2.50070  -0.08234  -0.191
H  -0.93689  2.68338  0.65058  0.142
H  -2.49393  1.62643  0.11959  0.143
C  -0.04133  -0.16740  -1.72402  0.090
C  -1.70302  2.91605  -1.31720  -0.385
H  0.25897  0.85370  -1.39639  -0.071
C  -2.69381  2.62116  -2.45660  -0.555
H  -0.63979  3.17544  -1.69447  0.233
C  -3.12533  1.14079  -2.72143  -0.565
H  -3.63559  3.18903  -2.25055  0.324
H  -2.17097  2.95686  -3.38323  0.233
C  -2.22103  0.15860  -3.44079  -0.595
H  -3.55095  0.65750  -1.84220  0.370
H  -3.99054  1.25312  -3.38876  0.306
C  -0.70692  -0.09896  -3.07920  -0.923
H  -2.68237  -0.83087  -3.51407  0.332
H  -2.18727  0.42587  -4.50314  0.308
H  -0.46805  -1.10001  -3.48866  0.386
H  -0.18831  0.71911  -3.60745  0.236
C  3.49343  -2.71817  1.33989  -0.875
N  2.86184  -1.93201  2.38434  0.250
C  2.82949  -2.20037  3.74724  -0.450
C  2.09777  -1.22283  4.32994  -0.396
N  1.68169  -0.36185  3.31767  0.284
C  0.85453  0.82980  3.50245  -0.857
C  2.12444  -0.82972  2.11982  -0.234
Se  1.94309  -0.26570  0.29100  -0.302
H  2.79824  -3.46121  0.91738  0.299
H  4.36418  -3.22527  1.76356  0.340
H  3.82643  -2.05189  0.53247  0.362
H  3.32650  -3.05919  4.16178  0.448
H  1.83828  -1.06410  5.36285  0.428
H  -0.21562  0.57772  3.45031  0.271
H  1.07526  1.25188  4.49426  0.343
H  1.09723  1.56270  2.72666  0.329

***

(6)
A molecular structure, C43H41AlBrN6O2S2, computed with the ωB97M-V functional and the def2-TZVPD basis.

Computed properties:
charge = -1
DFT total energy = -156607.896 eV
relative energy (zero: lowest compared OMol25 entry of this formula, charge and spin) = 150.1 kJ/mol
E_HOMO = -0.15637 Eh
Kohn-Sham gap = 0.232 Ha
LUMO = 2.065 eV

Last column: Mulliken charge in e.
Positions of all 96 atoms, in Å:
Al  0.73802  -1.07719  0.09147  -0.416
C  -2.46980  -2.55204  2.68241  -1.280
C  -1.58378  -2.35130  1.48326  0.872
N  -0.60762  -1.51101  1.54346  0.906
N  -0.35301  -0.94258  2.78867  -0.757
C  0.91607  -0.89848  3.04347  0.505
S  2.20491  -1.46374  2.05519  -0.813
S  1.35154  -0.21780  4.63880  -0.268
C  0.13369  -1.09700  5.68206  -0.845
C  0.57181  -2.49556  6.01450  0.471
C  1.13395  -2.78749  7.25398  -0.702
C  1.58678  -4.06680  7.54805  -0.556
C  1.48329  -5.07513  6.60010  -0.418
C  0.91751  -4.79581  5.36229  -1.089
C  0.46394  -3.51776  5.07280  0.478
C  -1.70076  -3.22788  0.31369  0.308
C  -2.89189  -3.90531  0.01778  -1.061
C  -2.96650  -4.83659  -0.99473  -0.997
C  -1.81009  -5.14627  -1.71860  -0.353
C  -0.62042  -4.51069  -1.44789  -0.728
C  -0.53905  -3.49963  -0.46711  1.010
O  0.57976  -2.85525  -0.29999  -0.252
H  -2.69994  -1.58749  3.13214  0.304
H  -1.93993  -3.13912  3.43496  0.090
H  -3.38343  -3.08077  2.42838  0.541
H  -0.80487  -1.07429  5.13240  0.176
H  0.03750  -0.49083  6.58227  0.545
H  1.22185  -1.99910  7.99472  0.342
H  2.02696  -4.27360  8.51654  0.362
H  1.85211  -6.06942  6.81990  0.367
H  0.83723  -5.57393  4.61289  0.431
H  0.04653  -3.30415  4.09626  0.406
H  -3.78648  -3.67661  0.58344  0.330
H  -3.90463  -5.32864  -1.21737  0.396
H  -1.85675  -5.87555  -2.51963  0.391
H  0.28344  -4.73473  -2.00108  0.426
Br  -3.92653  4.77357  -4.95337  -0.215
C  -2.97468  5.28134  -3.39085  0.009
C  -3.62795  5.98064  -2.39162  -0.464
C  -2.91493  6.38735  -1.27523  -0.382
C  -1.57043  6.06562  -1.13377  0.234
C  -0.93811  5.33570  -2.13808  -0.128
C  -1.63300  4.95924  -3.27597  -0.315
N  -0.82008  6.70136  -0.09308  -0.563
N  0.03987  6.10764  0.58018  -0.445
C  0.16124  4.69258  0.60683  0.052
C  1.44748  4.20089  0.61970  -0.383
C  1.72601  2.83636  0.56953  -0.515
C  0.70486  1.89279  0.57454  -0.073
O  0.97107  0.63771  0.53046  -0.057
C  -0.65478  2.37807  0.73684  0.053
N  -1.61808  1.44566  0.92774  0.091
C  -2.84486  1.84426  1.13913  -0.304
C  -3.21122  3.20050  1.22449  -1.196
C  -2.25237  4.15410  1.04055  -0.791
C  -0.92498  3.77127  0.74266  0.900
H  -4.67938  6.21537  -2.48918  0.417
H  -3.40570  6.95546  -0.49355  0.396
H  0.10918  5.08177  -2.03913  0.343
H  -1.13502  4.40523  -4.05880  0.403
H  2.25818  4.92190  0.61001  0.374
H  2.74698  2.47867  0.52907  0.583
H  -3.59120  1.06493  1.27338  0.439
H  -4.23484  3.47921  1.44210  0.409
H  -2.49602  5.20114  1.16101  0.697
C  5.49710  -0.91251  -0.99346  -1.601
C  4.37419  -0.62702  -1.96093  0.404
C  4.63912  -0.17389  -3.25400  -0.814
C  3.58034  0.05943  -4.11775  0.292
C  3.83948  0.49673  -5.54010  -1.670
C  2.26458  -0.10610  -3.69496  -1.172
C  1.93101  -0.49212  -2.37079  1.138
C  3.06631  -0.79590  -1.56226  -0.226
N  0.67597  -0.61528  -1.82185  1.243
C  -0.54414  -0.39165  -2.62391  1.653
C  -0.67368  -1.43461  -3.75176  -1.615
C  -0.65358  1.04706  -3.16390  -1.926
C  -1.78157  -0.54958  -1.71006  -1.533
H  6.45160  -0.99128  -1.51501  0.371
H  5.31904  -1.83979  -0.44568  0.319
H  5.57896  -0.11164  -0.25430  0.286
H  5.66288  -0.02686  -3.58509  0.252
H  4.90432  0.65809  -5.71243  0.371
H  3.31287  1.42662  -5.76604  0.340
H  3.49163  -0.25744  -6.25037  0.322
H  1.50173  0.06174  -4.43474  0.630
H  2.92442  -1.20462  -0.56378  0.149
H  0.22869  -1.50510  -4.35546  0.229
H  -1.51336  -1.18206  -4.40648  0.460
H  -0.85730  -2.41826  -3.31432  0.343
H  0.08284  1.30627  -3.91749  0.287
H  -0.53875  1.74535  -2.33026  0.247
H  -1.64732  1.19334  -3.59976  0.544
H  -1.54826  -1.09718  -0.80200  0.391
H  -2.58009  -1.09402  -2.21888  0.392
H  -2.16768  0.42147  -1.39726  0.200

***

Q: The lowest DFT total energy belongs to which entry?
A: C43H41AlBrN6O2S2

***

Q: Which value of DFT total energy does entry 1 give?
A: -11377.055 eV

***

Q: Among the records above, which one has the lowest DFT total energy?
A: C43H41AlBrN6O2S2

***

Q: Among the records above, which one has the highest DFT total energy?
A: C4H14N2O